The molecule CH6N4, computed with wB97M-V/def2-TZVPD.

Last column: Löwdin charge in e.
Geometry (Å):
C: -0.06 -0.72 0.23  -0.599
H: 0.51 2.02 -1.06  0.089
H: -0.49 1.73 0.33  0.070
H: -1.11 -0.17 -1.59  0.173
H: 1.76 0.11 0.31  0.084
H: 1.17 -0.75 1.77  0.082
H: -1.57 -1.78 0.04  0.035
N: -0.28 1.49 -0.62  -0.037
N: -0.32 0.10 -0.87  -0.090
N: 1.04 -0.21 0.94  0.100
N: -0.66 -1.81 0.52  0.094

The value obtained for the molar mass is 74.1 Da. For the HOMO energy, the calculation gives -8.90 eV. The value obtained for the gap between HOMO and LUMO is 9.85 eV. The SMILES is [H]/N=C(/N)NN. The total energy is -260.6809 Ha. The energy above the lowest of the compared OMol25 structures with the same formula, charge and spin is 13.1 kcal/mol.

***

The molecule C17H18N2O2, computed with wB97M-V/def2-TZVPD.

Last column: Löwdin charge in e.
Geometry (Å):
O: 2.26 2.37 -0.06  0.043
C: 1.66 1.43 -0.54  -0.458
N: 0.89 0.62 0.24  -0.053
C: 0.13 -0.53 -0.22  -0.136
C: -0.33 -1.38 0.96  -0.154
N: -1.16 -0.60 1.84  -0.101
C: -2.08 -1.19 2.68  -0.230
C: -2.10 -2.57 2.90  -0.036
C: -3.06 -3.15 3.72  -0.097
C: -4.01 -2.37 4.35  -0.113
C: -3.99 -1.00 4.15  -0.096
C: -3.05 -0.41 3.32  -0.036
H: -3.09 0.65 3.16  0.099
H: -4.73 -0.37 4.64  0.102
H: -4.74 -2.82 5.00  0.095
H: -3.05 -4.22 3.87  0.101
H: -1.36 -3.21 2.44  0.096
C: -0.79 0.79 2.00  -0.138
C: 0.68 0.98 1.62  -0.119
H: 1.31 0.37 2.28  0.136
H: 0.97 2.02 1.73  0.125
H: -1.41 1.43 1.35  0.133
H: -0.93 1.10 3.03  0.124
H: 0.56 -1.79 1.48  0.132
H: -0.91 -2.22 0.57  0.125
H: -0.75 -0.21 -0.79  0.136
H: 0.76 -1.16 -0.87  0.125
C: 1.72 1.11 -1.98  0.018
C: 2.58 1.78 -2.76  0.012
C: 2.73 1.58 -4.17  -0.277
C: 3.57 2.20 -5.07  -0.009
C: 3.30 1.63 -6.33  -0.058
C: 2.32 0.71 -6.12  -0.110
O: 1.97 0.67 -4.83  0.053
H: 1.81 0.04 -6.78  0.121
H: 3.76 1.87 -7.26  0.101
H: 4.28 2.97 -4.85  0.113
H: 3.23 2.52 -2.32  0.130
H: 1.06 0.37 -2.40  0.100

The value obtained for the molar mass is 282.3 Da. For the HOMO energy, the calculation gives -7.69 eV. The value obtained for the gap between HOMO and LUMO is 7.84 eV. The SMILES is O=C(/C=C/c1ccco1)N1CCN(c2ccccc2)CC1. The total energy is -918.5678 Ha. The energy above the lowest of the compared OMol25 structures with the same formula, charge and spin is 55.5 kcal/mol.

***

A structure of composition C36H23BF2I3LaN5O, computed with wB97M-V/def2-TZVPD.

Last column: Löwdin charge in e.
Geometry (Å):
La: 0.24 0.11 0.15  1.864
C: -2.83 -4.96 -2.14  -0.104
C: -3.51 -4.96 -0.93  -0.091
C: -3.53 -3.81 -0.15  -0.002
C: -2.87 -2.66 -0.57  -0.211
C: -2.19 -2.67 -1.79  -0.011
C: -2.17 -3.81 -2.57  -0.083
N: -2.86 -1.51 0.26  0.114
C: -3.64 -0.39 0.03  -0.251
C: -4.69 -0.19 -0.84  -0.057
C: -5.37 1.03 -0.79  -0.140
C: -5.01 2.01 0.11  -0.135
C: -3.93 1.83 0.97  -0.051
C: -3.23 0.64 0.92  -0.266
N: -2.09 0.24 1.61  -0.056
N: -1.80 0.92 2.82  0.092
C: -0.65 1.54 2.92  -0.375
C: -0.37 2.15 4.20  -0.038
C: 0.75 2.88 4.39  -0.110
C: 1.67 3.06 3.32  -0.122
C: 1.39 2.43 2.14  -0.204
N: 0.30 1.67 1.90  -0.136
H: -2.80 -5.86 -2.75  0.095
H: -4.02 -5.85 -0.60  0.096
H: -4.04 -3.80 0.80  0.121
H: -1.67 -1.78 -2.11  0.082
H: -1.62 -3.82 -3.50  0.093
H: -4.98 -0.97 -1.53  0.109
H: -6.21 1.19 -1.47  0.089
H: -5.57 2.94 0.14  0.089
H: -3.62 2.59 1.67  0.105
H: -1.09 1.98 4.99  0.099
H: 0.96 3.33 5.35  0.094
H: 2.56 3.66 3.42  0.084
H: 2.08 2.53 1.30  0.096
I: 2.21 -3.40 -3.42  0.877
C: 2.77 -3.32 -1.40  -0.624
C: 3.71 -4.21 -0.90  -0.239
C: 4.11 -4.14 0.41  -0.662
I: 5.50 -5.56 1.11  0.848
C: 3.60 -3.13 1.26  -0.210
C: 3.98 -2.94 2.61  -0.044
C: 3.47 -1.89 3.33  -0.040
C: 2.57 -1.02 2.71  -0.108
N: 2.18 -1.17 1.46  0.022
C: 2.65 -2.21 0.73  -0.144
C: 2.15 -2.33 -0.62  -0.458
O: 1.23 -1.57 -1.07  -0.326
H: 4.13 -4.97 -1.55  0.074
H: 4.69 -3.62 3.06  0.055
H: 3.74 -1.74 4.36  0.105
H: 2.16 -0.17 3.24  0.110
I: -1.75 1.51 -1.95  1.160
C: -0.14 2.67 -2.79  -0.553
C: -0.54 3.60 -3.72  -0.181
C: 0.43 4.40 -4.36  -0.098
C: 1.75 4.21 -4.08  -0.053
C: 2.16 3.23 -3.14  -0.178
C: 3.54 3.01 -2.91  -0.061
C: 3.94 2.07 -2.02  -0.094
C: 2.98 1.34 -1.28  -0.166
C: 1.61 1.50 -1.43  -0.270
C: 1.21 2.45 -2.42  -0.256
H: -1.59 3.72 -3.95  0.079
H: 0.11 5.14 -5.09  0.097
H: 2.51 4.79 -4.58  0.105
H: 4.26 3.60 -3.47  0.102
H: 5.00 1.87 -1.86  0.096
H: 3.37 0.61 -0.57  0.078
F: -0.61 -1.73 1.27  -0.118
B: -2.04 -1.29 1.51  -0.963
F: -2.42 -2.02 2.62  0.153

The value obtained for the molar mass is 1110.0 Da. For the HOMO energy, the calculation gives -4.45 eV. The value obtained for the gap between HOMO and LUMO is 6.37 eV. The total energy is -2884.2978 Ha. The energy above the lowest of the compared OMol25 structures with the same formula, charge and spin is 0.0 kcal/mol. As for the total charge: -1.

***

A structure of composition C26H23N5O5ReS3Si, computed with wB97M-V/def2-TZVPD.

Last column: Löwdin charge in e.
Geometry (Å):
Re: -0.07 -1.63 -1.39  0.922
S: 1.60 -2.16 -2.82  0.663
C: 0.80 -2.75 -4.26  -0.698
C: 1.65 -3.16 -5.34  -0.261
N: 2.34 -3.48 -6.20  0.180
C: -0.54 -2.81 -4.35  -0.685
S: -1.53 -2.28 -3.00  0.634
C: -1.22 -3.28 -5.51  -0.267
N: -1.81 -3.65 -6.43  0.174
O: 4.66 1.24 3.81  0.008
N: 4.09 1.57 2.77  -0.381
O: 4.11 2.74 2.35  -0.010
C: 3.38 0.59 2.06  -0.122
C: 3.33 -0.70 2.62  0.034
C: 2.56 -1.71 2.05  -0.156
C: 2.42 -3.03 2.56  0.007
C: 1.57 -3.92 1.95  -0.044
C: 0.84 -3.54 0.82  -0.111
N: 0.97 -2.31 0.31  -0.086
C: 1.80 -1.42 0.90  -0.170
C: 1.86 -0.12 0.30  -0.145
N: 1.08 0.04 -0.79  -0.089
C: 1.09 1.21 -1.44  -0.122
C: 1.89 2.24 -1.02  -0.029
C: 2.68 2.11 0.11  0.025
C: 2.67 0.90 0.84  -0.046
H: 3.91 -0.89 3.51  0.121
H: 2.99 -3.33 3.44  0.122
H: 1.45 -4.92 2.33  0.111
H: 0.14 -4.20 0.32  0.115
H: 0.45 1.28 -2.31  0.103
H: 1.90 3.17 -1.58  0.114
H: 3.29 2.92 0.45  0.103
C: 1.41 2.09 4.37  -0.027
C: 0.47 1.50 3.37  -0.242
C: -0.05 2.27 2.32  -0.015
C: -0.92 1.73 1.40  -0.042
C: -1.27 0.39 1.50  -0.284
C: -0.77 -0.40 2.53  -0.044
C: 0.09 0.16 3.45  -0.018
S: -2.40 -0.33 0.37  0.592
O: -1.88 -1.66 0.03  -0.426
O: -3.75 -0.29 0.83  -0.228
O: -2.20 0.52 -0.90  -0.382
H: 1.92 2.97 3.97  0.082
H: 2.17 1.37 4.68  0.077
H: 0.86 2.40 5.27  0.094
H: 0.26 3.30 2.23  0.127
H: -1.31 2.34 0.59  0.112
H: -1.04 -1.45 2.59  0.127
H: 0.49 -0.46 4.25  0.128
C: -4.15 2.62 -1.02  -0.146
Si: -3.40 1.23 -1.97  0.445
C: -2.34 1.78 -3.38  -0.148
C: -4.60 -0.10 -2.43  -0.145
H: -4.87 3.16 -1.64  0.045
H: -3.39 3.34 -0.70  0.038
H: -4.67 2.25 -0.13  0.043
H: -2.98 2.14 -4.19  0.048
H: -1.75 0.95 -3.77  0.028
H: -1.67 2.60 -3.10  0.039
H: -5.48 0.36 -2.88  0.048
H: -4.93 -0.66 -1.55  0.042
H: -4.17 -0.80 -3.14  0.017

The value obtained for the molar mass is 796.0 Da. For the HOMO energy (alpha / beta), the calculation gives -6.16 / -8.50 eV. The value obtained for the gap between HOMO and LUMO (alpha / beta) is 5.00 / 6.94 eV. The total energy is -3216.9064 Ha. As for the multiplicity: 4. The energy above the lowest of the compared OMol25 structures with the same formula, charge and spin is 0.0 kcal/mol.

***

A structure of composition C22H36AlF5NO3, computed with wB97M-V/def2-TZVPD.

Last column: Löwdin charge in e.
Geometry (Å):
O: 5.52 -5.36 0.58  0.008
C: 5.29 -4.05 0.34  -0.226
O: 5.93 -2.93 1.10  -0.042
C: 5.90 -1.84 0.07  -0.212
C: 6.40 -0.34 0.50  -0.114
C: 6.72 -0.17 2.11  -0.171
C: 5.39 0.07 3.05  -0.128
F: 4.10 -0.08 2.31  -0.154
C: 4.37 -2.08 -0.48  -0.231
C: 3.81 -1.12 -1.73  -0.094
C: 2.54 -0.26 -1.05  -0.201
C: 2.17 1.10 -1.89  -0.211
C: 2.08 2.46 -0.99  -0.224
C: 1.44 2.28 0.51  -0.226
C: 0.04 1.44 0.57  -0.212
C: -1.31 2.31 0.20  -0.216
C: -2.47 2.03 1.34  -0.214
C: -2.94 0.43 1.40  -0.210
C: -4.57 0.28 1.64  -0.209
C: -5.04 -1.27 2.00  -0.187
C: -6.00 -1.86 0.76  -0.170
N: -5.06 -1.88 -0.47  -0.201
C: -3.90 -2.85 -0.63  -0.085
C: -3.18 -2.45 -2.05  -0.090
C: -4.10 -1.18 -2.61  -0.078
C: -5.32 -0.85 -1.55  -0.012
O: 4.39 -3.53 -0.74  -0.020
H: 6.56 -2.32 -0.78  0.169
H: 7.43 -0.15 -0.07  0.128
H: 5.66 0.47 0.08  0.125
H: 7.29 -1.12 2.56  0.127
H: 7.41 0.79 2.22  0.117
H: 5.42 1.20 3.43  0.125
H: 5.33 -0.69 3.97  0.134
H: 3.74 -2.03 0.53  0.166
H: 3.50 -1.74 -2.67  0.128
H: 4.67 -0.31 -1.96  0.116
H: 2.84 -0.10 0.07  0.088
H: 1.58 -0.97 -1.09  0.127
H: 3.07 1.26 -2.66  0.106
H: 1.20 1.02 -2.55  0.120
H: 3.12 3.04 -0.94  0.108
H: 1.35 3.20 -1.58  0.116
H: 1.38 3.36 0.98  0.119
H: 2.22 1.69 1.17  0.086
H: -0.10 1.11 1.71  0.112
H: 0.03 0.44 -0.05  0.102
H: -1.64 2.00 -0.89  0.118
H: -1.05 3.47 0.18  0.113
H: -3.40 2.75 1.09  0.119
H: -2.01 2.35 2.38  0.108
H: -2.37 -0.02 2.34  0.111
H: -2.60 -0.14 0.43  0.106
H: -4.83 0.92 2.61  0.113
H: -5.15 0.75 0.74  0.107
H: -4.07 -1.95 2.02  0.097
H: -5.62 -1.33 3.02  0.103
H: -6.41 -2.95 1.00  0.120
H: -6.90 -1.10 0.59  0.135
H: -3.56 -3.72 0.11  0.103
H: -2.23 -2.92 -2.56  0.063
H: -3.91 -0.59 -3.59  0.070
H: -6.17 -0.03 -1.57  0.102
F: -7.08 2.02 -1.58  -0.269
Al: -6.80 3.21 -2.91  0.116
F: -7.53 2.59 -4.43  -0.274
F: -5.03 3.43 -3.14  -0.276
F: -7.56 4.78 -2.48  -0.275

The value obtained for the molar mass is 484.5 Da. For the HOMO energy, the calculation gives -5.42 eV. The value obtained for the gap between HOMO and LUMO is 7.15 eV. The total energy is -1881.9728 Ha. As for the total charge: -1.